No. 1
A cluster of 7 separate species, C47H105BrN7O in total, computed with ωB97M-V/def2-TZVPD.

Properties
largest force on an atom: 4.7 eV/Å
total charge: +5
E_HOMO: -16.09 eV

Each line ends with the Löwdin charge.
Atoms and positions in Å:
C  -3.38337  -5.79566  0.58425  -0.0566
C  -2.87207  -6.72629  1.74094  -0.1348
N  -1.65256  -6.18009  2.36171  -0.0442
C  -0.39127  -6.31711  1.69131  0.0317
C  0.54833  -5.74330  2.58715  -0.0422
N  -0.10471  -5.18771  3.58766  -0.0905
C  -1.45734  -5.46946  3.49519  0.0570
C  0.47892  -4.43734  4.71238  -0.0085
H  -4.35253  -6.18165  0.26828  0.0870
H  -2.78194  -5.83486  -0.32397  0.0507
H  -3.43161  -4.74763  0.87990  0.0635
H  -2.63315  -7.66923  1.24913  0.1244
H  -3.65385  -7.03644  2.43427  0.1395
H  -0.24187  -6.80490  0.73939  0.1204
H  1.62374  -5.83592  2.55086  0.1469
H  -2.26661  -5.12786  4.12350  0.1774
H  -0.07754  -4.29670  5.63902  0.0968
H  0.69668  -3.39979  4.45904  0.0211
H  1.37242  -5.00281  4.97695  0.1091
C  7.78529  5.31846  -6.17707  -0.0849
C  6.36613  4.73652  -6.06777  -0.2448
C  5.70637  4.92743  -4.70741  -0.1933
C  4.41674  4.05279  -4.64348  -0.0934
N  3.99009  3.81702  -3.16898  -0.2255
C  5.06721  3.06308  -2.38171  -0.0879
C  4.25365  2.28761  -1.33215  -0.1496
C  3.12077  1.77024  -2.18462  -0.1823
C  2.78328  2.80106  -3.21717  -0.0813
C  3.62817  5.12759  -2.38695  0.0764
H  7.86155  6.40572  -6.16475  0.0810
H  8.15870  5.19670  -7.19385  0.0835
H  8.42061  4.88273  -5.40596  0.0804
H  6.38932  3.68486  -6.35339  0.1118
H  5.71729  5.25202  -6.77585  0.1185
H  5.70585  5.95108  -4.33293  0.1270
H  6.24607  4.49708  -3.86383  0.0850
H  4.60864  3.06175  -5.05473  0.1342
H  3.66207  4.62526  -5.18278  0.1402
H  5.83162  3.76710  -2.05286  0.1371
H  5.50111  2.27998  -3.00347  0.1494
H  3.91826  2.96013  -0.54263  0.1034
H  4.75618  1.47348  -0.80989  0.1221
H  2.27454  1.59395  -1.52059  0.0982
H  3.31996  0.81393  -2.66825  0.1281
H  1.91001  3.38210  -2.92068  0.1198
H  2.38914  2.54087  -4.19955  0.1390
H  2.90750  5.62397  -3.03683  0.1151
H  4.55598  5.68418  -2.25471  0.1085
H  3.22311  4.75750  -1.44511  0.0905
C  3.89885  -0.11343  6.34157  -0.0938
C  4.62910  0.86776  5.38329  -0.2277
C  3.93849  2.20640  5.15140  -0.1915
C  2.39017  2.11197  4.85922  -0.1053
N  1.66399  3.34155  4.26636  -0.1912
C  0.27131  2.74596  3.69434  -0.0770
C  -0.72618  3.89568  3.68960  -0.1621
C  -0.08262  5.14260  4.38212  -0.1214
C  1.05940  4.48499  5.11308  -0.0761
C  2.43001  3.87177  3.04121  0.0268
H  3.73096  0.27283  7.34691  0.0889
H  4.36846  -1.09663  6.31187  0.0808
H  2.89073  -0.31972  5.98209  0.0402
H  4.73502  0.27884  4.47221  0.0994
H  5.62055  1.01119  5.81288  0.1189
H  4.37597  2.67074  4.26760  0.0881
H  4.08910  2.96408  5.92039  0.1228
H  2.10798  1.72679  5.83907  0.1308
H  2.45679  1.26764  4.17310  0.1182
H  0.53113  2.53575  2.65685  0.0980
H  -0.04612  1.86549  4.25302  0.0822
H  -1.16611  4.11062  2.71576  0.0882
H  -1.66884  3.61612  4.16006  0.1142
H  0.29754  5.87707  3.67209  0.1090
H  -0.80780  5.72477  4.95071  0.1308
H  1.95513  5.09496  5.23014  0.1386
H  0.77630  3.98024  6.03677  0.1536
H  3.26795  4.38415  3.51389  0.1084
H  1.89833  4.60897  2.43959  0.1042
H  2.62828  2.95846  2.48027  0.0954
C  -4.34823  1.10253  1.40282  -0.0893
C  -4.23423  1.98553  0.13961  -0.2294
C  -4.08992  3.51171  0.49324  -0.1471
C  -5.39426  4.15541  1.05718  -0.0609
N  -5.34135  5.70469  1.42887  -0.2219
C  -4.06686  5.91847  2.23579  -0.1111
C  -3.07248  6.78442  1.41780  -0.1389
C  -4.02268  7.55968  0.56788  -0.1775
C  -5.10370  6.60477  0.21828  -0.0963
C  -6.60828  5.99748  2.22312  0.0422
H  -4.14919  0.04285  1.24291  0.0541
H  -5.36922  1.23916  1.75922  0.0854
H  -3.59695  1.45050  2.11175  0.0672
H  -5.08987  1.81020  -0.51249  0.1144
H  -3.36589  1.61813  -0.40728  0.0742
H  -3.72819  4.09786  -0.35156  0.1109
H  -3.44596  3.37803  1.36246  0.0801
H  -5.71597  3.68161  1.98460  0.1259
H  -6.24706  4.26005  0.38643  0.1374
H  -4.42891  6.42753  3.12903  0.1304
H  -3.64824  5.11964  2.84794  0.1181
H  -2.55073  7.45657  2.09905  0.1247
H  -2.24387  6.26381  0.93771  0.1112
H  -4.41829  8.43604  1.08127  0.1374
H  -3.62870  8.03431  -0.33079  0.1403
H  -6.00668  7.10312  -0.13439  0.1516
H  -4.65859  6.05654  -0.61203  0.1301
H  -6.79647  5.24477  2.98870  0.1145
H  -7.41847  5.90680  1.49961  0.1131
H  -6.64409  7.01060  2.62365  0.1235
C  -2.96499  -3.18645  -4.26603  -0.0884
C  -2.20101  -4.25490  -4.98238  -0.2618
C  -2.26716  -5.60593  -4.27329  -0.2241
C  -1.63324  -6.63521  -5.10406  -0.1669
N  -1.35497  -7.92846  -4.38918  -0.2259
C  -0.35041  -7.74359  -3.24510  -0.0832
C  0.33705  -9.08815  -3.28119  -0.1671
C  0.55261  -9.35572  -4.70675  -0.1497
C  -0.65408  -8.76115  -5.42469  -0.1043
C  -2.67028  -8.73066  -3.94088  0.1041
H  -2.60395  -2.88656  -3.28226  0.0537
H  -3.84409  -3.79884  -4.06536  0.0820
H  -3.09606  -2.36107  -4.96580  0.0901
H  -1.12500  -4.14700  -5.11900  0.1121
H  -2.57997  -4.34861  -6.00008  0.1321
H  -3.29485  -5.92771  -4.10477  0.1196
H  -1.84704  -5.57704  -3.26792  0.1065
H  -0.74334  -6.25776  -5.60775  0.1413
H  -2.30269  -6.95593  -5.90223  0.1564
H  -0.86718  -7.35164  -2.36907  0.1123
H  0.25479  -6.87395  -3.50112  0.1389
H  -0.22021  -9.89386  -2.80329  0.1273
H  1.32759  -9.11932  -2.82737  0.1352
H  0.41044  -10.41944  -4.89751  0.1375
H  1.49191  -9.05751  -5.17247  0.1381
H  -1.37561  -9.37822  -5.96016  0.1452
H  -0.15495  -8.12085  -6.15200  0.1313
H  -2.42382  -9.51083  -3.22069  0.1035
H  -3.13745  -9.18076  -4.81681  0.1159
H  -3.22199  -8.03036  -3.31374  0.0922
C  -1.61456  -0.69403  -0.53073  0.0694
N  -0.60196  -1.14649  0.60389  -0.3143
C  -1.03883  -0.76697  1.95654  -0.0810
C  -0.43444  -2.68786  0.54542  0.0319
C  0.77089  -0.45575  0.39749  -0.0937
C  1.87200  -1.02996  1.24807  -0.2516
O  2.83669  -0.04848  1.21624  -0.0614
H  -2.60783  -0.86413  -0.11532  0.0937
H  -1.37869  -1.20581  -1.46376  0.0962
H  -1.29014  0.33692  -0.67210  0.0909
H  -2.01880  -1.19541  2.16677  0.1028
H  -1.13283  0.31381  2.06224  0.0969
H  -0.36358  -1.13457  2.72921  -0.0070
H  -1.39736  -3.18772  0.65040  0.0941
H  0.15319  -2.98938  1.41253  0.0849
H  0.10100  -2.94930  -0.36730  0.1118
H  0.56469  0.61120  0.48242  0.1277
H  1.05177  -0.63653  -0.64006  0.1330
H  2.47048  -1.82010  0.79465  0.1420
H  1.65400  -1.28927  2.28409  0.1237
H  3.74028  -0.23456  0.95073  0.1092
Br  -0.75188  -1.02999  5.49693  -0.4636

Atoms 1-3, force components in eV/Å:
0.0 -0.6 0.7
-0.4 0.4 -1.6
2.1 0.2 -0.7


No. 2
A cluster of 20 separate species, C47H106N19O23 in total, computed with ωB97M-V/def2-TZVPD.

Properties
largest force on an atom: 7.0 eV/Å
total charge: -1
E_HOMO: -6.89 eV

Each line ends with the Löwdin charge.
Atoms and positions in Å:
C  1.79045  -6.32799  4.52392  0.0025
N  1.96375  -4.98373  3.73907  -0.2608
C  0.95988  -5.24968  2.56154  0.0382
C  1.46538  -3.92685  4.80848  0.0406
C  3.44017  -4.90129  3.30061  -0.0793
C  3.70813  -3.94474  2.13144  -0.1930
O  2.92332  -2.74915  2.21286  -0.0817
H  1.88435  -7.23840  3.93195  0.1069
H  0.81901  -6.18008  4.99565  0.0870
H  2.64430  -6.27006  5.19895  0.0987
H  0.62252  -4.36770  2.01711  0.0844
H  0.05839  -5.72671  2.94605  0.0686
H  1.47482  -5.95264  1.90673  0.1086
H  1.37889  -3.03975  4.18105  0.0876
H  2.26014  -3.79298  5.54234  0.0823
H  0.58611  -4.06632  5.43740  0.1019
H  3.79318  -5.92291  3.15996  0.1324
H  3.89587  -4.47693  4.19524  0.1251
H  3.53219  -4.52432  1.22522  0.1102
H  4.71671  -3.54594  2.24014  0.1286
H  2.67505  -2.55054  1.30704  0.0132
C  -0.53463  0.86658  -0.94431  -0.0098
C  -1.57536  0.41061  -0.15309  -0.3250
C  -1.41368  -0.86676  0.70358  -0.3343
O  -2.43970  -1.49466  1.26057  -0.0884
C  -0.22514  -1.48316  0.83883  -0.0356
C  0.93044  -1.01784  0.09884  -0.2511
C  0.75813  0.25607  -0.83254  -0.3327
O  1.71886  0.74646  -1.41202  -0.0488
O  2.03445  -1.64471  0.09240  -0.1004
O  -2.62995  1.13364  -0.15481  -0.0850
H  -0.72650  1.77339  -1.49864  0.1047
H  -0.06321  -2.45088  1.29016  0.1021
O  1.83903  5.63151  -1.79264  0.0591
C  2.24263  4.62718  -1.30447  -0.6384
N  1.62047  3.45289  -1.40769  0.1927
C  3.62220  4.58677  -0.70972  -0.0057
H  0.65342  3.57555  -1.67201  0.1039
H  2.04110  2.53822  -1.48859  0.0562
H  3.81286  5.47497  -0.10736  0.0870
H  4.31899  4.51851  -1.54514  0.0771
H  3.83597  3.71684  -0.08873  0.0581
O  -0.68544  5.48548  3.11570  0.0812
C  0.05779  4.93021  2.40645  -0.7734
N  -0.30033  3.95018  1.71434  0.2148
C  1.47056  5.30518  2.53636  -0.0019
H  -1.29976  3.82909  1.63328  0.1091
H  0.35592  3.30168  1.30339  0.1106
H  1.54991  6.35262  2.82735  0.0971
H  2.10396  4.94825  1.72427  0.0622
H  1.94688  4.79982  3.37650  0.0875
O  -0.51361  9.65331  -0.54913  0.0329
C  -0.08684  8.58151  -0.89497  -0.6258
N  0.40316  8.40956  -2.10156  0.1657
C  -0.08705  7.31911  -0.00794  -0.0076
H  0.90653  7.58251  -2.38915  0.0806
H  0.38541  9.23496  -2.68337  0.1153
H  -0.69719  7.40588  0.89111  0.0788
H  0.93257  7.12962  0.32758  0.0685
H  -0.54816  6.44126  -0.46055  0.0563
O  -8.39319  -0.63623  0.00710  -0.0091
C  -7.43828  -0.15211  0.67510  -0.5814
N  -7.68849  0.38544  1.87798  0.1496
C  -6.02223  -0.33936  0.28438  -0.0193
H  -8.66341  0.39605  2.14164  0.1146
H  -6.98672  0.94245  2.34420  0.1012
H  -5.73734  -1.21405  -0.30030  0.0813
H  -5.41562  -0.44758  1.18350  0.0635
H  -5.63048  0.46570  -0.33731  0.0612
O  2.47969  -2.07447  7.69292  0.0463
C  2.27411  -0.98608  7.25443  -0.6378
N  1.75478  0.01386  7.96342  0.1700
C  2.73507  -0.57498  5.86706  -0.0218
H  1.72228  0.96263  7.61862  0.1164
H  1.53905  -0.25727  8.91213  0.1172
H  3.16864  -1.44027  5.36568  0.0668
H  3.48941  0.21025  5.81721  0.0891
H  1.87044  -0.26242  5.28156  0.0643
O  -1.28425  0.09441  6.21610  -0.0043
C  -1.92336  0.32690  5.18714  -0.6089
N  -3.19996  0.57169  5.21987  0.1775
C  -1.17357  0.48375  3.84373  0.0075
H  -3.67491  0.61172  6.11033  0.1260
H  -3.68693  0.65219  4.33869  0.1104
H  -0.41002  -0.29151  3.77999  0.0649
H  -0.71535  1.43568  3.57545  0.0767
H  -1.83452  0.27941  3.00142  0.0470
O  5.61716  1.64300  -1.22595  0.0035
C  6.53156  2.40292  -0.92689  -0.6498
N  6.65124  2.85793  0.28301  0.1999
C  7.61166  2.72183  -1.85815  0.0003
H  5.83158  2.58196  0.80464  0.0598
H  7.02617  3.76702  0.51340  0.1268
H  8.35607  3.43750  -1.50920  0.0837
H  7.10401  3.08832  -2.75038  0.0876
H  8.10299  1.80037  -2.17057  0.0945
O  -5.37874  0.56087  -4.35314  -0.0018
C  -4.58322  0.44122  -3.41653  -0.5633
N  -4.58736  1.35655  -2.42468  0.1662
C  -3.47652  -0.61043  -3.37850  0.0074
H  -5.23224  2.13223  -2.37426  0.1186
H  -3.82165  1.33733  -1.76633  0.0483
H  -3.33854  -1.10960  -4.33761  0.0751
H  -3.62800  -1.42271  -2.66762  0.0817
H  -2.49687  -0.16433  -3.20709  0.0497
O  4.62089  1.99636  2.22183  -0.0058
C  3.79042  1.16585  1.87537  -0.5634
N  3.70952  0.62612  0.68813  0.2127
C  2.80532  0.59147  2.95106  0.0019
H  4.32747  0.86687  -0.07363  0.0693
H  3.03830  -0.11639  0.55310  0.0537
H  3.09100  -0.40944  3.27457  0.0510
H  1.75451  0.53761  2.66645  0.0629
H  2.87033  1.24558  3.82056  0.0653
O  -3.14618  4.98287  -6.90653  -0.0083
C  -3.54834  3.80606  -6.99491  -0.5950
N  -4.18437  3.55233  -8.13484  0.1425
C  -3.49411  2.75334  -5.93245  -0.0059
H  -4.19840  4.22019  -8.89238  0.1166
H  -4.61127  2.63928  -8.19951  0.1006
H  -3.86659  1.75813  -6.17517  0.0653
H  -4.16634  3.17172  -5.18334  0.0936
H  -2.47560  2.51878  -5.62304  0.0798
O  2.46383  -5.77924  -1.43291  -0.0168
C  2.75840  -4.57172  -1.58404  -0.6077
N  1.81375  -3.65581  -1.70104  0.1940
C  4.16988  -4.12949  -1.63684  -0.0105
H  0.89779  -4.08056  -1.67436  0.0780
H  1.90659  -2.70110  -1.38480  0.0623
H  4.52272  -3.84578  -2.62837  0.0766
H  4.81705  -4.90611  -1.22924  0.0887
H  4.27281  -3.21770  -1.04850  0.0702
O  -2.18498  -5.25538  -0.30697  0.0318
C  -1.77610  -4.66524  -1.28476  -0.6477
N  -1.14447  -3.54030  -1.29939  0.1970
C  -1.90448  -5.31135  -2.63359  0.0025
H  -1.12904  -3.04639  -0.41852  0.0783
H  -1.04251  -3.04806  -2.17540  0.0862
H  -0.99204  -5.37471  -3.22649  0.0831
H  -2.69299  -4.65318  -2.99852  0.0898
H  -2.27180  -6.33690  -2.67127  0.0841
O  4.52276  -2.09255  -5.20108  0.0006
C  4.25821  -1.49341  -4.13748  -0.5913
N  3.05141  -1.13803  -3.80674  0.1777
C  5.25493  -1.21250  -2.99495  -0.0119
H  2.83193  -0.48926  -3.06443  0.0620
H  2.28103  -1.34346  -4.42675  0.1030
H  4.68780  -1.07145  -2.07486  0.0624
H  5.94467  -0.40285  -3.23337  0.0748
H  5.92013  -2.04940  -2.78232  0.0733
O  -4.75671  5.50001  0.75995  -0.0062
C  -4.06371  4.59659  0.27398  -0.6081
N  -3.88137  3.44551  0.85189  0.1734
C  -3.56452  4.88428  -1.16365  0.0176
H  -4.29781  3.13277  1.71727  0.1191
H  -3.09935  2.88418  0.54620  0.0488
H  -2.66846  5.49733  -1.06696  0.0606
H  -4.29120  5.61626  -1.51613  0.0864
H  -3.40293  3.93824  -1.68036  0.0563
O  2.61377  3.48574  -5.57141  0.0364
C  2.66608  2.51649  -4.81291  -0.6314
N  1.61722  1.84802  -4.43618  0.1746
C  3.85372  2.28892  -3.99986  -0.0001
H  0.80314  1.99963  -5.01444  0.1114
H  1.57222  1.08331  -3.77793  0.0574
H  3.82028  3.01131  -3.18430  0.0721
H  4.81717  2.39052  -4.49939  0.1009
H  3.78812  1.31951  -3.50585  0.0503
O  -6.29917  -5.02437  1.19557  -0.0006
C  -5.81056  -3.90956  1.44636  -0.5925
N  -4.73796  -3.40953  0.84997  0.1757
C  -6.45092  -3.15154  2.58969  -0.0057
H  -4.25940  -4.05184  0.23474  0.0942
H  -4.23601  -2.57901  1.12994  0.0529
H  -7.29657  -2.61726  2.15665  0.0745
H  -5.74312  -2.39346  2.92498  0.0550
H  -6.66053  -3.79127  3.44697  0.0850
O  -0.72718  -2.65511  -4.34111  0.0123
C  -0.54401  -1.67951  -5.05488  -0.6433
N  -0.21441  -0.56362  -4.57164  0.1948
C  -0.65607  -1.96221  -6.58163  0.0229
H  -0.23125  -0.37848  -3.57889  0.1078
H  0.17942  0.10928  -5.21367  0.1009
H  -1.20458  -2.88018  -6.79276  0.0842
H  0.37338  -2.04791  -6.92947  0.0823
H  -1.18778  -1.14800  -7.07401  0.0723
O  -1.71474  -5.48735  4.52522  0.0224
C  -2.27459  -4.64883  3.88641  -0.6145
N  -2.62313  -4.94517  2.64774  0.1892
C  -2.78369  -3.28748  4.42417  0.0153
H  -2.28856  -5.79091  2.20855  0.1080
H  -2.73626  -4.17051  2.00962  0.0613
H  -2.18783  -3.00563  5.29229  0.0676
H  -3.76991  -3.33617  4.88580  0.0798
H  -2.74526  -2.37813  3.82442  0.0546

Atoms 1-3, force components in eV/Å:
1.0 1.7 0.2
-2.6 -2.6 0.4
0.6 0.4 0.4


- Which of these has the highest E_HOMO?
  C47H106N19O23


- total charge of number 1 (C47H105BrN7O)?
  +5


- largest force on an atom of number 2 (C47H106N19O23)?
  7.0 eV/Å


- Number 2 is which compound?
  C47H106N19O23